(1)
Below is the molecule C4H4S at a distorted geometry, with properties calculated with ωB97M-V with the def2-TZVPD basis set.

XYZ file:
```
9
Properties=species:S:1:pos:R:3:forces:R:3
C -0.6729 -0.7186 -0.0012 -0.1513 -0.2603 0.0114
C -0.6705 0.7194 0.0003 -0.1761 0.2412 0.0125
C 0.5448 1.3371 -0.0002 0.4067 -3.7022 -0.0110
S 1.7362 -0.0007 0.0004 -0.3148 -0.0191 -0.0074
C 0.5423 -1.3379 -0.0001 0.3967 3.7029 0.0008
H -1.6070 -1.2592 -0.0024 -0.0840 -0.0910 0.0044
H -1.6022 1.2615 0.0077 -0.1273 0.1153 -0.0201
H 0.8665 2.3506 -0.0077 0.0263 0.4461 0.0138
H 0.8630 -2.3521 0.0031 0.0238 -0.4328 -0.0043
```
Positions in Å, forces in eV/Å.

Results
ΔE to the lowest compared entry with this formula, charge and spin   0.347 eV
Total charge   0
Largest force on an atom   0.07243 hartree/bohr

***

(2)
Below is a structure of composition C38H31NO4P2Tc, with properties calculated with ωB97M-V with the def2-TZVPD basis set.

XYZ file:
```
77
Properties=species:S:1:pos:R:3:forces:R:3
Tc 0.7669 -0.8859 -0.2102 -0.1578 -0.3163 -0.6208
C 2.4801 1.9831 -1.4317 -0.0098 0.0533 0.0199
P 2.7689 0.3244 -0.6871 -0.0695 0.2322 -0.2618
C 2.8080 -1.0072 -1.9023 -0.0230 -0.0710 0.1340
C 2.7909 -0.8669 -3.2906 -0.0901 -0.0910 -0.1051
C 2.5818 -1.9836 -4.0841 -0.0059 0.0430 -0.0222
C 2.3494 -3.2387 -3.5147 -0.0107 -0.0086 -0.0687
C 2.3477 -3.3981 -2.1424 0.0199 0.0804 0.0657
C 2.5754 -2.2800 -1.3329 -0.0993 0.0765 0.0255
C 4.3383 0.3788 0.1660 -0.1125 -0.1916 0.2073
C 4.4310 0.8461 1.4771 0.0916 0.0564 -0.0043
C 5.6740 0.9207 2.0870 0.0148 0.0073 -0.0011
C 6.8106 0.5236 1.3943 0.0380 -0.0097 -0.0317
C 6.7152 0.0628 0.0848 0.0581 0.0109 0.0406
C 5.4797 -0.0174 -0.5347 0.0727 -0.0174 0.0404
C 1.6451 2.6011 -0.3533 0.0495 -0.1152 -0.1541
C 2.0740 3.0211 0.8669 0.1468 0.2351 0.2662
C 0.9875 2.8334 1.7805 0.2259 0.2348 0.2213
C -0.0583 2.3082 1.0865 -0.2049 -0.1423 -0.1604
C -1.1485 1.4419 1.6452 0.2562 -0.0511 -0.0755
P -0.3473 -0.2277 1.8080 -0.1090 0.2839 0.1257
C -1.5632 -1.4784 2.2629 0.0138 -0.1529 -0.0756
C -2.7140 -1.6387 1.4840 -0.0829 0.1568 0.0766
C -3.6120 -2.6538 1.7728 -0.0270 -0.0163 -0.0299
C -3.3636 -3.5241 2.8262 0.0313 -0.0055 0.0260
C -2.2154 -3.3774 3.5963 -0.0140 0.0093 -0.0178
C -1.3095 -2.3655 3.3156 -0.0807 -0.0180 0.0298
C 0.7660 -0.1304 3.2217 0.0076 -0.1571 -0.0229
C 0.3482 0.4574 4.4151 0.0632 0.0647 0.0699
C 1.1638 0.3965 5.5349 -0.0048 0.0078 0.0149
C 2.3839 -0.2724 5.4798 -0.0276 0.0294 0.0768
C 2.7927 -0.8822 4.3038 0.0547 -0.0268 -0.0786
C 1.9806 -0.8080 3.1792 -0.0442 0.0936 0.1149
N 0.3280 2.1870 -0.2529 -0.3561 -0.0361 -0.1682
H 2.0034 1.8890 -2.4070 -0.0073 0.0726 0.0274
H 3.4416 2.4784 -1.5383 0.0753 0.0318 -0.0786
H 2.9575 0.1006 -3.7496 -0.0083 -0.0436 0.0167
H 2.5969 -1.8803 -5.1635 -0.0058 -0.0189 0.0893
H 2.1752 -4.0968 -4.1536 0.0234 0.0852 0.0344
H 2.1891 -4.3743 -1.7008 0.0221 0.0656 -0.0001
H 2.7219 -2.4264 -0.2537 0.0974 -0.0530 0.0401
H 3.5467 1.1747 2.0049 -0.0180 -0.1213 0.0478
H 5.7572 1.2923 3.1014 -0.0140 -0.0384 -0.0525
H 7.7800 0.5727 1.8763 -0.0612 0.0128 -0.0407
H 7.6060 -0.2346 -0.4537 -0.0310 -0.0001 0.0313
H 5.4097 -0.3829 -1.5528 0.0003 -0.0043 0.0368
H 3.0795 3.3541 1.1030 -0.2510 -0.0653 -0.0261
H 1.0133 2.9922 2.8520 0.0214 -0.0480 -0.1715
H -2.0310 1.3548 1.0213 -0.1016 0.0237 -0.0363
H -1.4572 1.7589 2.6375 -0.0437 0.0866 0.0580
H -2.9296 -0.9698 0.6592 0.0201 -0.1348 0.1606
H -4.5066 -2.7626 1.1703 0.0732 0.0040 0.0543
H -4.0665 -4.3181 3.0489 0.0414 0.0533 -0.0019
H -2.0253 -4.0486 4.4245 -0.0103 0.0158 -0.0492
H -0.4240 -2.2663 3.9305 -0.0150 0.0224 -0.0404
H -0.6140 0.9526 4.4853 0.0490 -0.0317 0.0098
H 0.8403 0.8589 6.4598 0.0226 -0.0295 -0.0534
H 3.0102 -0.3287 6.3637 -0.0659 0.0181 -0.0832
H 3.7377 -1.4138 4.2628 -0.1037 0.0428 -0.0116
H 2.2992 -1.2937 2.2637 0.1016 -0.0711 -0.1257
O -2.7662 -0.5600 -1.3694 -0.1352 -0.2784 -0.2910
C -1.8398 0.1879 -1.4168 0.1392 0.2641 0.3003
O -0.5340 -0.3630 -1.4030 0.2939 -0.1060 0.2632
C -1.8686 1.6305 -1.4374 0.5698 -0.0777 0.0843
C -3.0881 2.2466 -1.4532 -0.3595 0.2908 -0.0480
C -3.2714 3.6480 -1.4944 -0.3656 -0.2505 0.0565
C -2.1237 4.3959 -1.5799 -0.0433 0.2092 -0.0300
O -2.0208 5.7414 -1.6766 0.2593 0.1375 -0.0247
C -0.6260 6.0455 -1.8080 -0.2838 -0.5406 0.0865
O 0.0743 4.7694 -1.7278 -0.0181 0.2833 -0.0205
C -0.8750 3.8345 -1.6008 0.2660 -0.0312 0.0373
C -0.5677 2.3941 -1.4470 0.0226 -0.0787 0.1597
H -3.9604 1.6034 -1.4529 -0.0058 0.0404 0.0069
H -4.2539 4.1028 -1.4873 0.1044 -0.0887 -0.0141
H -0.3040 6.6800 -0.9941 0.0613 0.0818 0.2275
H -0.4306 6.4955 -2.7712 0.0325 0.0420 -0.2616
H 0.0306 2.0613 -2.2992 0.0369 -0.0205 -0.0244
```
Positions in Å, forces in eV/Å.

Results
ΔE to the lowest compared entry with this formula, charge and spin   1.215 eV
Total charge   +2
Largest force on an atom   0.01389 hartree/bohr
2S+1   4

***

(3)
Below is a structure of composition C43H27F5GeI2N2O7RhS, with properties calculated with ωB97M-V with the def2-TZVPD basis set.

XYZ file:
```
89
Properties=species:S:1:pos:R:3:forces:R:3
Rh 0.7868 -0.1450 0.0081 0.2149 -0.2698 0.0512
I -2.9454 -3.0200 2.3434 -0.0234 -0.0083 -0.0598
C -2.5572 -0.9783 2.3470 0.0236 0.0012 0.0439
C -3.3134 -0.1307 3.1669 0.0219 -0.0180 0.0142
C -3.0942 1.2208 3.1956 0.0467 0.0274 0.0322
I -4.2666 2.4031 4.4593 -0.0229 -0.0128 -0.0402
C -2.0713 1.7920 2.3981 -0.0322 -0.0293 -0.0321
C -1.7856 3.1714 2.2844 0.0230 0.0119 -0.0041
C -0.7695 3.5976 1.4789 -0.0135 -0.0012 0.0187
C 0.0199 2.6568 0.7975 -0.0123 -0.0213 0.0315
N -0.2241 1.3721 0.8949 0.0491 -0.0586 0.1065
C -1.2783 0.9171 1.6326 0.0271 -0.0171 0.0060
C -1.5186 -0.5032 1.5493 -0.0005 0.0345 0.0053
O -0.7994 -1.2338 0.7775 0.0508 0.0010 -0.0483
H -4.0919 -0.5630 3.7818 0.0017 -0.0017 -0.0003
H -2.3885 3.8820 2.8342 0.0001 0.0024 -0.0052
H -0.5501 4.6498 1.3650 0.0052 0.0002 0.0044
H 0.8627 2.9391 0.1801 -0.0049 -0.0054 -0.0136
O -2.1064 0.5338 -1.1916 -0.1466 -0.0469 -0.0297
C -1.1900 0.5777 -2.0000 0.1247 0.2892 0.0531
O 0.0654 0.3942 -1.7457 -0.2946 -0.0964 -0.0665
C -1.4442 0.9199 -3.4572 -0.0641 -0.1310 -0.0210
C -2.8634 1.4173 -3.7064 0.0314 -0.0079 -0.0159
Ge -4.2568 0.1714 -3.0859 -0.0358 0.0945 -0.0427
C -5.3156 0.7399 -1.5382 0.0035 -0.0272 0.0237
C -4.9243 0.5489 -0.2105 -0.0166 0.0599 0.0129
C -5.7427 0.9582 0.8344 -0.0165 -0.0054 -0.0127
C -6.9552 1.5824 0.5775 -0.0061 -0.0047 -0.0006
C -7.3535 1.7877 -0.7340 -0.0029 0.0058 0.0033
C -6.5437 1.3593 -1.7778 -0.0130 -0.0154 -0.0226
C -5.5924 0.0985 -4.5489 0.0296 -0.0409 -0.0086
C -5.8152 1.1648 -5.4192 0.0036 0.0128 0.0066
C -6.7876 1.1004 -6.4108 0.0112 0.0009 0.0085
C -7.5583 -0.0440 -6.5513 0.0035 -0.0073 -0.0032
C -7.3504 -1.1191 -5.6970 -0.0096 0.0070 -0.0082
C -6.3779 -1.0439 -4.7098 -0.0199 -0.0009 0.0022
C -3.5718 -1.6556 -3.0237 -0.0202 -0.0248 0.0336
C -3.5124 -2.4338 -1.8703 0.0231 0.0420 0.0135
C -3.0223 -3.7322 -1.9158 0.0345 -0.0064 0.0244
C -2.5734 -4.2691 -3.1136 -0.0037 -0.0024 0.0119
C -2.6253 -3.5068 -4.2721 0.0006 -0.0006 0.0038
C -3.1270 -2.2143 -4.2226 -0.0041 0.0018 -0.0369
H -1.2413 0.0092 -4.0284 -0.0042 -0.0086 -0.0339
H -0.6952 1.6491 -3.7708 -0.0333 0.0195 0.0159
H -3.0119 1.5690 -4.7782 0.0156 0.0052 -0.0004
H -3.0215 2.3819 -3.2193 0.0070 -0.0197 0.0411
H -3.9640 0.1049 0.0125 -0.0001 -0.0262 -0.0037
H -5.4243 0.7967 1.8555 -0.0196 0.0050 -0.0142
H -7.5833 1.9067 1.3985 0.0016 0.0019 0.0007
H -8.2971 2.2753 -0.9485 -0.0019 -0.0045 -0.0028
H -6.8828 1.5069 -2.7972 -0.0007 0.0000 0.0185
H -5.2261 2.0714 -5.3256 0.0093 -0.0018 0.0052
H -6.9416 1.9437 -7.0735 0.0009 -0.0012 0.0011
H -8.3152 -0.1001 -7.3240 -0.0005 0.0009 0.0005
H -7.9457 -2.0181 -5.8024 -0.0005 0.0007 0.0015
H -6.2230 -1.8945 -4.0541 -0.0031 0.0031 -0.0053
H -3.8382 -2.0281 -0.9198 0.0119 0.0045 0.0014
H -2.9751 -4.3176 -1.0066 0.0066 0.0099 0.0271
H -2.1788 -5.2773 -3.1430 -0.0044 -0.0017 0.0004
H -2.2770 -3.9176 -5.2120 0.0016 0.0006 0.0008
H -3.1829 -1.6363 -5.1409 0.0103 0.0042 0.0105
O 1.7014 -1.8121 -0.7051 0.1443 -0.1926 -0.0121
C 2.2332 -2.1005 0.4114 -0.0409 -0.0211 -0.0669
O 2.0435 -1.3572 1.4036 -0.2745 0.3400 -0.0674
C 3.0758 -3.3282 0.5159 0.0052 0.0390 0.0360
C 3.6089 -3.6898 1.7470 -0.0078 0.0096 0.0033
C 4.3948 -4.8235 1.8549 -0.0016 -0.0066 -0.0003
C 4.6284 -5.5704 0.7132 -0.0217 0.0023 0.0062
C 4.1106 -5.2292 -0.5241 0.0009 -0.0004 0.0033
C 3.3252 -4.0933 -0.6167 -0.0043 0.0066 -0.0223
N 5.4661 -6.7795 0.8200 0.0659 0.0305 -0.0146
O 5.6583 -7.4281 -0.1895 -0.0225 -0.0127 0.0042
O 5.9265 -7.0565 1.9105 -0.0220 -0.0132 0.0070
H 3.3964 -3.0713 2.6080 0.0053 -0.0024 0.0022
H 4.8232 -5.1336 2.7957 -0.0003 0.0001 0.0000
H 4.3258 -5.8443 -1.3844 0.0001 0.0003 -0.0002
H 2.9015 -3.7839 -1.5619 0.0024 0.0008 0.0042
F 2.9903 0.2355 -6.3345 0.0093 -0.0008 -0.0165
C 2.9382 0.4429 -5.0152 -0.0126 -0.0164 0.0347
C 3.6456 -0.3732 -4.1530 0.0213 -0.0024 0.0100
F 4.3858 -1.3742 -4.6474 0.0060 -0.0063 -0.0108
C 3.5858 -0.1505 -2.7881 0.0596 -0.0749 0.0417
F 4.2904 -0.9753 -2.0044 -0.0424 0.0788 -0.0796
C 2.8266 0.8754 -2.2389 -0.1233 -0.0077 -0.0101
S 2.6850 1.1080 -0.5042 0.1815 0.0294 0.0582
C 2.1276 1.6764 -3.1358 -0.0296 0.0181 -0.0292
F 1.3580 2.6771 -2.6967 0.1188 0.0838 -0.0161
C 2.1749 1.4751 -4.5024 0.0084 -0.0053 0.0320
F 1.4766 2.2605 -5.3342 0.0116 0.0010 -0.0006
```
Positions in Å, forces in eV/Å.

Results
ΔE to the lowest compared entry with this formula, charge and spin   0.000 eV
Total charge   -1
Largest force on an atom   0.00860 hartree/bohr